{"formula": "C38H36AsBaCl5F10N6O2S2", "method": "the ωB97M-V functional and the def2-TZVPD basis", "homo_lumo_gap_ev": 5.6420, "multiplicity": 1, "total_charge": -2, "homo_energy_ev": -1.991, "max_force_ha_per_bohr": 0.0477, "lumo_energy_ev": 3.651, "relative_energy_kcal_mol": 1.29, "species": ["Ba", "C", "N", "C", "C", "N", "C", "C", "F", "C", "F", "C", "F", "C", "F", "C", "F", "C", "C", "N", "C", "C", "F", "C", "F", "C", "F", "C", "F", "C", "F", "H", "H", "H", "H", "H", "H", "H", "H", "H", "H", "H", "Cl", "C", "C", "C", "Cl", "C", "Cl", "C", "Cl", "C", "Cl", "S", "C", "N", "C", "C", "C", "C", "C", "C", "S", "H", "H", "H", "H", "C", "As", "C", "C", "O", "H", "H", "H", "H", "H", "H", "H", "H", "H", "C", "N", "C", "C", "O", "N", "C", "C", "H", "H", "H", "H", "H", "H", "H", "H", "H", "H", "H", "H"], "coordinates": [[-1.0701, 0.0038, -0.1462], [1.4793, 0.0940, 2.0752], [0.4136, 1.0483, 1.8220], [-0.5023, 1.1745, 2.9599], [-1.6282, 0.1241, 3.0740], [-2.5807, 0.2310, 1.9888], [-3.8732, -0.0264, 2.1780], [-4.5175, -0.6210, 3.2979], [-3.7847, -1.1520, 4.3223], [-5.8868, -0.7999, 3.3794], [-6.4133, -1.3782, 4.4811], [-6.7242, -0.4185, 2.3545], [-8.0657, -0.5729, 2.4521], [-6.1467, 0.1343, 1.2166], [-6.9394, 0.4958, 0.1959], [-4.7911, 0.3119, 1.1378], [-4.2789, 0.8181, -0.0040], [0.9781, 2.3129, 1.3356], [-0.0567, 3.3500, 0.9109], [-0.9878, 2.8397, -0.0712], [-2.1487, 3.4780, -0.2468], [-2.7738, 4.5173, 0.4984], [-2.2083, 5.0318, 1.6294], [-3.9984, 5.0661, 0.1569], [-4.5174, 6.0437, 0.9322], [-4.7063, 4.6421, -0.9455], [-5.9066, 5.1845, -1.2608], [-4.1446, 3.6325, -1.7175], [-4.8040, 3.1948, -2.8041], [-2.9289, 3.0995, -1.3824], [-2.4342, 2.1109, -2.1610], [1.0573, -0.8598, 2.3877], [2.1593, 0.4564, 2.8667], [2.0613, -0.0865, 1.1700], [-0.9952, 2.1432, 2.8907], [0.0853, 1.1622, 3.8966], [-2.0785, 0.3086, 4.0557], [-1.1799, -0.8828, 3.1413], [1.6322, 2.0748, 0.4938], [1.6038, 2.7625, 2.1322], [0.5245, 4.2009, 0.5067], [-0.5238, 3.7410, 1.8185], [-3.9442, -2.4596, -0.6440], [-3.6360, -1.9786, -2.3162], [-2.5523, -1.1597, -2.5639], [-2.3614, -0.8593, -3.9020], [-0.9846, 0.1379, -4.3279], [-3.1821, -1.3115, -4.9367], [-2.8850, -0.8930, -6.5897], [-4.2674, -2.1291, -4.6209], [-5.3099, -2.7186, -5.8718], [-4.5030, -2.4772, -3.2906], [-5.8371, -3.5081, -2.9002], [1.6646, -3.0242, -2.0572], [2.8582, -2.6402, -0.9350], [2.8203, -2.6482, 0.3837], [3.9982, -2.2037, 0.9460], [4.2430, -2.0617, 2.3153], [5.4693, -1.5878, 2.7579], [6.4756, -1.2452, 1.8567], [6.2558, -1.3746, 0.4899], [5.0301, -1.8470, 0.0448], [4.4521, -2.1034, -1.5720], [3.4629, -2.3095, 3.0271], [5.6447, -1.4743, 3.8216], [7.4261, -0.8729, 2.2195], [7.0300, -1.1048, -0.2200], [0.2712, -5.0572, 0.4385], [-0.4993, -3.6191, 1.4515], [-2.2767, -4.1796, 1.9691], [0.4911, -3.5321, 3.1108], [-0.6074, -2.1730, 0.6962], [0.0309, -5.9982, 0.9355], [1.3462, -4.8925, 0.3794], [-0.1380, -5.0257, -0.5678], [-2.2315, -4.9830, 2.7056], [-2.8149, -4.5111, 1.0834], [-2.7853, -3.3130, 2.3934], [0.5855, -4.5341, 3.5307], [-0.0278, -2.8850, 3.8144], [1.4779, -3.1398, 2.8704], [4.2829, 1.7238, -4.5274], [3.4929, 1.1220, -3.4787], [2.6148, 0.0375, -3.8892], [3.3693, 1.6472, -2.2294], [2.4508, 1.3863, -1.4755], [4.3907, 2.5431, -1.8547], [5.7459, 2.0087, -1.8608], [4.0918, 3.2861, -0.6394], [3.6453, 1.9113, -5.3971], [5.0977, 1.0656, -4.8500], [4.7009, 2.6704, -4.1939], [1.9287, 0.3675, -4.6743], [2.0312, -0.3149, -3.0438], [3.2082, -0.8002, -4.2672], [5.8528, 1.2328, -2.6167], [5.9943, 1.5614, -0.8898], [6.4647, 2.8060, -2.0697], [3.0697, 3.6539, -0.6743], [4.7798, 4.1314, -0.5721], [4.1988, 2.6673, 0.2592]]}